[1]
# C19H39O2P3PtS

A molecular structure, C19H39O2P3PtS at a distorted geometry (wB97M-V/def2-TZVPD, the Open Molecules 2025 dataset).

Atoms and positions in Å:
P  -0.48281  -0.46859  -3.62741
C  -1.79070  0.43577  -4.45344
H  -1.58295  0.44226  -5.53535
H  -1.83864  1.47202  -4.08600
H  -2.75847  -0.05808  -4.28236
C  1.07229  0.39990  -3.80333
H  1.89298  -0.21224  -3.40302
H  1.03653  1.36580  -3.27785
H  1.24931  0.57734  -4.87648
C  -0.34999  -2.15175  -4.21139
H  0.03828  -2.14193  -5.24190
H  -1.34146  -2.62769  -4.20953
H  0.33167  -2.73097  -3.57150
P  -1.34825  -2.91828  1.89146
C  -2.72773  -1.91859  1.34983
H  -3.62782  -2.19965  1.90952
H  -2.90245  -2.07273  0.28270
H  -2.49866  -0.86485  1.52311
C  -1.74032  -4.62752  1.50455
H  -0.82629  -5.22963  1.56987
H  -2.12318  -4.68144  0.47835
H  -2.49490  -5.00936  2.20050
C  -1.19929  -2.67992  3.66669
H  -2.02156  -3.18477  4.18491
H  -1.22803  -1.60555  3.88472
H  -0.23734  -3.08120  4.00635
P  1.06551  2.80948  2.26190
C  0.05028  4.27382  2.46228
H  0.69260  5.11900  2.75691
H  -0.69805  4.10695  3.25102
H  -0.46184  4.52114  1.52028
C  1.98215  2.41682  3.74780
H  2.57589  3.29588  4.04577
H  2.66234  1.57098  3.56862
H  1.29176  2.15855  4.56390
C  2.18378  3.00644  0.87592
H  3.02239  3.64478  1.19797
H  1.67130  3.47862  0.02511
H  2.57863  2.03102  0.56102
Pt  0.96645  -2.53954  1.04040
C  -0.87834  -0.52090  -1.84590
O  -1.39378  -0.24831  -0.83080
C  -0.04272  1.41558  1.86727
O  -0.95823  0.77762  1.52890
C  2.83680  -2.13663  1.90099
C  2.38411  -1.02292  1.15843
C  1.95038  -1.19693  -0.17993
C  1.98245  -2.48595  -0.77191
C  2.44632  -3.59053  -0.02364
C  2.86413  -3.41602  1.31043
H  3.07276  -2.02416  2.95841
H  2.27302  -0.05279  1.64375
H  1.50396  -0.36363  -0.72050
H  1.55876  -2.63898  -1.76462
H  2.38769  -4.59312  -0.44511
H  3.12640  -4.28383  1.91439
C  -0.80535  4.43231  -2.09449
S  -0.80853  2.78205  -1.38166
C  -2.54404  2.70561  -0.88736
H  0.20081  4.60870  -2.48930
H  -1.03555  5.17494  -1.32244
H  -1.53270  4.48464  -2.91204
H  -2.90255  3.71918  -0.67465
H  -3.13036  2.26304  -1.70083
H  -2.63885  2.08871  0.01071

## Properties
* LUMO level (alpha / beta): -12.15 / -16.13 eV
* HOMO level (alpha / beta): -18.5 / -18.3 eV
* <S²>: 6.01
* gap between HOMO and LUMO (alpha / beta): 6.353 / 2.151 eV
* spin multiplicity: 5
* M: 619.59 g/mol
* energy relative to the best compared isomer or geometry (same formula, charge and spin): 22.39 kcal per mole
* charge: +4



[2]
# C7H8

2 unconnected molecules or ions with the total composition C7H8 at a distorted geometry (wB97M-V/def2-TZVPD, the Open Molecules 2025 dataset).

Atoms and positions in Å:
C  1.47994  -2.01471  -2.13669
C  0.35679  -2.00094  -1.72780
C  0.18126  -1.42764  1.61399
C  -0.40227  -0.41073  1.39499
C  -0.67834  0.89613  0.68408
C  -1.75603  1.56966  0.95285
C  0.52343  1.45838  -0.02856
H  2.42673  -1.92387  -2.60680
H  0.53024  -2.37951  1.90124
H  -2.63771  1.17215  1.53413
H  -1.91347  2.51431  0.37887
H  -0.53876  -2.19305  -1.32114
H  0.90314  0.61370  -0.59960
H  1.35986  1.72191  0.71142
H  0.16519  2.40419  -0.75098

## Properties
* LUMO level: 1.06 eV
* HOMO level: -9.4 eV
* gap between HOMO and LUMO: 10.436 eV
* M: 92.14 g/mol
* energy relative to the best compared isomer or geometry (same formula, charge and spin): 132.16 kcal per mole



[3]
# C29H16Cl7CoF6N2O4Sb

A molecular structure, C29H16Cl7CoF6N2O4Sb at a distorted geometry (wB97M-V/def2-TZVPD, the Open Molecules 2025 dataset).

Atoms and positions in Å:
Co  -0.05107  -0.20928  -0.22240
Cl  -2.70085  1.73163  -3.71921
C  -3.05426  0.38069  -2.70242
C  -4.19054  -0.40666  -2.96747
C  -4.52253  -1.46460  -2.17049
Cl  -5.93966  -2.40708  -2.53367
C  -3.72599  -1.80048  -1.04921
C  -3.98538  -2.81233  -0.10080
C  -3.14107  -2.97806  0.96328
C  -1.98950  -2.18308  1.07036
N  -1.71574  -1.26404  0.18347
C  -2.57299  -1.03100  -0.84336
C  -2.22129  0.09155  -1.64215
O  -1.16467  0.77503  -1.28598
H  -4.80797  -0.15751  -3.81918
H  -4.86109  -3.43621  -0.21896
H  -3.33858  -3.72240  1.72081
H  -1.29116  -2.30068  1.88931
Cl  6.26021  0.71374  -3.00737
C  4.62940  0.24506  -2.62078
C  3.87658  1.02653  -1.76563
C  2.58399  0.63348  -1.48361
Cl  1.60711  1.58692  -0.40158
C  1.98118  -0.52152  -2.01106
O  0.75371  -0.88348  -1.76749
C  2.80529  -1.28368  -2.86374
Cl  2.15207  -2.73448  -3.53980
C  4.09907  -0.91029  -3.17118
H  4.28067  1.92604  -1.32296
H  4.68948  -1.52560  -3.83486
F  -0.59076  0.70320  1.57284
Sb  -1.95178  1.94111  2.28965
F  -2.30075  2.56217  0.55333
F  -3.21613  0.55415  2.05396
F  -3.24767  3.07328  3.05181
F  -1.48055  1.22740  3.96845
F  -0.61024  3.25716  2.45081
Cl  4.72830  -2.77355  5.08601
C  4.37998  -1.08318  5.27643
C  5.14708  -0.36189  6.17421
C  4.96825  1.00608  6.29170
C  4.02166  1.64255  5.50746
C  3.24358  0.90734  4.63116
Cl  2.04360  1.71553  3.69180
C  3.38469  -0.48064  4.49196
N  2.62944  -1.20021  3.57812
C  1.88487  -2.33939  3.93244
C  1.40382  -2.50288  5.22855
C  0.66890  -3.62412  5.57108
C  0.39228  -4.59248  4.61734
C  0.87995  -4.43624  3.32859
C  1.63570  -3.32577  2.96923
C  2.19208  -3.20969  1.57310
C  1.21471  -2.47795  0.65860
O  0.52875  -3.11225  -0.11849
O  1.18098  -1.17279  0.81593
H  5.90060  -0.87783  6.75281
H  5.57263  1.57488  6.98513
H  3.86578  2.70998  5.57922
H  2.28200  -0.70186  2.76509
H  1.60529  -1.73561  5.96626
H  0.30038  -3.73331  6.58310
H  -0.19117  -5.46695  4.87534
H  0.68150  -5.19131  2.57635
H  2.31044  -4.19907  1.13809
H  3.15370  -2.69400  1.59904

## Properties
* LUMO level (alpha / beta): 1.10 / 0.90 eV
* HOMO level (alpha / beta): -5.8 / -5.8 eV
* gap between HOMO and LUMO (alpha / beta): 6.882 / 6.667 eV
* M: 999.31 g/mol
* energy relative to the best compared isomer or geometry (same formula, charge and spin): 0.00 kcal per mole
* charge: -1



[4]
# C29H34BF4KN7

A molecular structure, C29H34BF4KN7 (wB97M-V/def2-TZVPD, the Open Molecules 2025 dataset).

Atoms and positions in Å:
K  0.21822  -0.27097  -0.98248
C  -0.07195  -2.33889  1.99132
N  1.09527  -1.49986  1.75750
C  1.31795  -0.55451  2.83481
C  1.73050  0.86058  2.44866
C  2.21873  1.70741  3.43586
C  2.54127  3.00993  3.09806
C  2.34849  3.43328  1.79369
C  1.84071  2.52333  0.87867
N  1.56366  1.25459  1.19260
C  2.30428  -2.21823  1.39488
C  3.29395  -1.31402  0.69323
C  4.43803  -0.85130  1.31950
C  5.26508  0.03223  0.64010
C  4.92833  0.40382  -0.64679
C  3.76862  -0.12750  -1.20084
N  2.96214  -0.95519  -0.55044
C  -0.39105  -3.30499  0.86909
C  -0.84338  -4.58283  1.15662
C  -1.20559  -5.41578  0.10838
C  -1.08414  -4.94629  -1.18525
C  -0.59751  -3.66011  -1.38997
N  -0.26551  -2.85114  -0.37988
H  -0.92731  -1.66534  2.10216
H  0.00110  -2.92302  2.92639
H  2.07208  -0.95012  3.53739
H  0.39678  -0.47791  3.41969
H  2.33333  1.34946  4.45256
H  2.92836  3.69279  3.84518
H  2.54741  4.44578  1.47206
H  1.61681  2.84628  -0.13427
H  2.05243  -3.02813  0.71145
H  2.78371  -2.66397  2.28521
H  4.65696  -1.16489  2.33268
H  6.15522  0.42575  1.11502
H  5.53598  1.09260  -1.21647
H  3.47110  0.13193  -2.21140
H  -0.91351  -4.91601  2.18468
H  -1.56919  -6.41769  0.30094
H  -1.34572  -5.55854  -2.03757
H  -0.46843  -3.26638  -2.39067
C  -4.63768  1.90595  -1.77574
C  -4.15975  0.72826  -0.99469
C  -4.78408  -0.44039  -0.59519
C  -3.77926  -1.17525  0.06269
N  -2.63324  -0.50730  0.08044
N  -2.89363  0.64859  -0.57335
C  -3.84628  -2.54614  0.65598
H  -5.72679  1.95208  -1.74681
H  -4.33539  1.84075  -2.82198
H  -4.23774  2.83954  -1.38093
H  -5.80969  -0.72656  -0.75846
H  -2.13554  1.36829  -0.68158
H  -4.87667  -2.82978  0.87846
H  -3.28238  -2.59649  1.58818
H  -3.43288  -3.29952  -0.01788
F  0.04242  -2.83230  -4.50054
B  0.31602  -1.44852  -4.48387
F  -0.12580  -0.94289  -3.20912
F  1.69231  -1.22518  -4.56826
F  -0.36193  -0.80341  -5.50154
C  -0.08796  2.47178  -3.08914
C  -0.30592  3.20838  -1.80146
C  0.01904  4.51344  -1.46353
C  -0.47280  4.70324  -0.13645
C  -1.02783  3.49436  0.24033
C  -1.60212  3.12168  1.56799
N  -0.93308  2.57860  -0.76602
H  0.18081  3.15823  -3.89449
H  -0.98569  1.93377  -3.40318
H  0.70433  1.71748  -3.04475
H  0.50382  5.23055  -2.10973
H  -0.43534  5.59670  0.47274
H  -1.62538  3.99690  2.22187
H  -1.00582  2.35554  2.07650
H  -2.62127  2.72351  1.50114

## Properties
* LUMO level: 2.11 eV
* HOMO level: -3.8 eV
* gap between HOMO and LUMO: 5.943 eV
* M: 606.54 g/mol
* energy relative to the best compared isomer or geometry (same formula, charge and spin): 2.48 kcal per mole
* charge: -1



- Look up the M of the fourth one.
  606.54 g/mol